A single C4H5NO molecule, computed with ωB97M-V with the def2-TZVPD basis set.

The geometry in ORCA input format:
```
! RIJCOSX wB97M-V def2-TZVPD def2/J DEFGRID3
* xyz 0 1
O 2.2465 -0.3164 0.0281
C 0.8886 -0.1706 -0.0353
C -0.0079 -1.0437 -0.5938
N -1.2628 -0.5149 -0.3714
C -1.1682 0.6740 0.2860
C 0.1686 0.9400 0.4667
H 2.5339 0.2082 0.7881
H 0.1480 -1.9257 -1.1926
H -2.1249 -0.9414 -0.6590
H -2.0530 1.2013 0.6159
H 0.6311 1.8893 0.6674
*
```

Values from the calculation:
LUMO level   0.038 Eh
Relative energy (zero: lowest compared OMol25 entry of this formula, charge and spin)   57.37 kJ/mol
HOMO energy   -0.2946 Ha
Gap between HOMO and LUMO   9.06 eV

C4H5NO as an isolated structure at a distorted geometry, computed with ωB97M-V with the def2-TZVPD basis set.

The geometry in ORCA input format:
```
! RIJCOSX wB97M-V def2-TZVPD def2/J DEFGRID3
* xyz 0 1
C -1.1018 0.1835 -0.0864
C -0.2944 -0.4683 -1.1236
O 0.9026 -0.0755 -1.3195
C 1.6668 0.6485 0.2227
N 0.9648 0.2184 1.1402
C -0.2591 -0.2529 1.0842
H -1.1368 1.2744 -0.2186
H -2.1045 -0.2225 0.0200
H -0.7410 -1.3111 -1.6946
H 2.7199 0.8413 0.0952
H -0.6020 -0.8757 1.8912
*
```

Values from the calculation:
LUMO level (alpha / beta)   0.022 / 0.022 Eh
Relative energy (zero: lowest compared OMol25 entry of this formula, charge and spin)   383.99 kJ/mol
HOMO energy (alpha / beta)   -0.2682 / -0.2682 Ha
Gap between HOMO and LUMO (alpha / beta)   7.91 / 7.91 eV

A single C4H5NO molecule at a distorted geometry, computed with ωB97M-V with the def2-TZVPD basis set.

The geometry in ORCA input format:
```
! RIJCOSX wB97M-V def2-TZVPD def2/J DEFGRID3
* xyz 0 1
O 1.2921 0.1389 -0.9199
C 1.1490 -0.8412 -1.7752
C -0.0037 0.4662 -0.3828
C -0.2071 -0.2195 0.9513
C -1.4713 0.1916 1.5633
N -2.4648 0.5434 2.0385
H 2.0190 -0.7151 -2.4424
H -0.7488 0.1433 -1.1149
H 0.0140 1.5519 -0.3329
H 0.6220 0.0469 1.6101
H -0.2004 -1.3065 0.8048
*
```

Values from the calculation:
LUMO level   0.006 Eh
Relative energy (zero: lowest compared OMol25 entry of this formula, charge and spin)   359.88 kJ/mol
HOMO energy   -0.3370 Ha
Gap between HOMO and LUMO   9.32 eV